Record 1
C41H38BCsF4N6O3P2 as an isolated structure in a non-equilibrium geometry. Source: the OMol25 dataset; level of theory: the ωB97M-V functional and the def2-TZVPD basis.

The value obtained for the molar mass is 944.5 g mol⁻¹. The frontier orbital gap comes out at 7.5 eV. The total charge is 0. The HOMO energy is -7.418 eV.

CARTESIAN COORDINATES (ANGSTROEM)
Cs  0.818483  0.725306  0.832518
N  0.498083  5.221706  -1.835182
C  0.729683  4.019006  -1.237282
N  0.260483  3.665006  -0.109082
C  -0.568317  4.533406  0.585218
N  -0.948317  4.302106  1.782518
N  -0.716617  3.276906  2.538118
C  0.114983  3.293306  3.498718
C  0.229083  2.223606  4.472918
C  0.609583  2.555806  5.776618
C  0.772583  1.552506  6.707918
C  0.578083  0.241806  6.301418
C  0.183683  0.015906  4.992118
N  -0.017117  0.969206  4.103518
C  -1.009517  5.765606  -0.066382
C  -1.958317  6.620606  0.482418
C  -2.294017  7.797306  -0.159482
C  -1.668617  8.151306  -1.345882
C  -0.728817  7.310506  -1.911982
C  -0.408017  6.111506  -1.285382
H  0.913683  5.437306  -2.728882
H  1.357083  3.326806  -1.786082
H  0.777083  4.146106  3.667318
H  0.757883  3.590006  6.043118
H  1.043283  1.781806  7.728718
H  0.727983  -0.576294  6.987818
H  0.013583  -0.995794  4.646418
H  -2.416717  6.343306  1.416618
H  -3.050817  8.442406  0.257118
H  -1.907317  9.086006  -1.832882
H  -0.253717  7.572306  -2.845882
O  -1.035317  -0.278094  -0.306682
P  -1.389517  -1.239594  -1.354982
C  0.049183  -2.150794  -2.066682
P  1.184883  -2.441994  -0.643182
O  1.831583  -1.195694  -0.235982
C  2.385683  -3.732694  -1.093482
C  2.128083  -4.833694  -1.899882
C  3.102983  -5.798294  -2.083682
C  4.339483  -5.665694  -1.471382
C  4.604083  -4.563794  -0.674482
C  3.628983  -3.601794  -0.484282
C  0.140283  -3.201794  0.628018
C  -0.405617  -4.471994  0.469018
C  -1.235617  -4.990694  1.445318
C  -1.535617  -4.235894  2.569018
C  -0.985617  -2.975694  2.729618
C  -0.128917  -2.463394  1.771418
C  -2.234317  -0.430094  -2.749182
C  -2.786017  0.819006  -2.489082
C  -3.518317  1.472906  -3.463882
C  -3.702717  0.885006  -4.703382
C  -3.138817  -0.351994  -4.970782
C  -2.412117  -1.013694  -3.997182
C  -2.560917  -2.497294  -0.758282
C  -2.888917  -3.658694  -1.447782
C  -3.836517  -4.520094  -0.927482
C  -4.465217  -4.221894  0.270818
C  -4.141717  -3.065194  0.957918
C  -3.193917  -2.201594  0.442018
H  0.571983  -1.493194  -2.769582
H  -0.258617  -3.062994  -2.572682
H  1.170483  -4.944794  -2.388182
H  2.901583  -6.662494  -2.700482
H  5.094883  -6.425894  -1.608982
H  5.567483  -4.458794  -0.197482
H  3.810583  -2.738894  0.140518
H  -0.169817  -5.059094  -0.409482
H  -1.662517  -5.977494  1.324718
H  -2.196817  -4.637294  3.324118
H  -1.239017  -2.387894  3.598618
H  0.334583  -1.496494  1.901618
H  -2.631017  1.267606  -1.518782
H  -3.946717  2.442106  -3.260182
H  -4.278217  1.392806  -5.463382
H  -3.268217  -0.798894  -5.944382
H  -1.980617  -1.981294  -4.207882
H  -2.405717  -3.891694  -2.386982
H  -4.088117  -5.428294  -1.454982
H  -5.207417  -4.894694  0.671118
H  -4.623217  -2.837394  1.896818
H  -2.923417  -1.294294  0.963918
F  2.650583  2.167906  1.404618
B  3.364883  1.330806  2.298318
F  2.595983  0.175106  2.498818
F  3.562483  1.989706  3.482818
F  4.569583  0.991206  1.701818
C  3.997283  0.057206  -2.515182
C  3.424283  1.408306  -2.153082
N  3.994983  1.984706  -1.082282
O  2.566383  1.959606  -2.824282
H  5.080083  0.112106  -2.532182
H  3.620783  -0.253394  -3.485782
H  3.693483  -0.668594  -1.764282
H  4.514683  1.431906  -0.418582
H  3.553783  2.801606  -0.686882

Cartesian forces, eV/Å:
-1.98 3.13 1.04
0.19 -0.06 -0.21
0.15 0.23 -0.49
-0.07 -0.40 0.31
0.04 -0.58 0.82
-0.38 2.32 -0.61
0.21 -2.11 0.59
0.03 1.07 -0.68
0.08 -0.49 0.61
-0.03 -0.03 -0.25
-0.07 -0.14 -0.06
0.01 0.12 0.06
-0.06 -0.30 0.36
0.03 0.10 -0.44
0.04 0.35 -0.43
0.03 0.07 -0.20
-0.12 0.00 0.12
0.17 -0.09 -0.12
-0.06 0.02 -0.03
-0.37 0.12 0.42
-0.01 -0.18 0.14
0.14 0.00 -0.21
-0.15 0.14 -0.04
0.09 0.14 -0.01
0.07 0.02 0.03
-0.01 -0.14 0.00
0.04 -0.09 0.02
-0.06 -0.06 0.13
-0.05 0.10 0.11
-0.05 0.02 -0.04
0.09 0.03 -0.11
-1.99 -0.57 -0.62
-0.99 -1.19 -1.88
-0.02 0.35 0.68
-0.52 -2.00 -0.85
1.66 -1.02 -0.70
-0.25 0.31 0.04
-0.07 0.05 -0.03
0.02 -0.14 -0.07
0.01 0.00 0.04
0.07 -0.06 0.00
-0.03 0.14 0.07
0.41 0.14 -0.11
0.11 0.01 0.05
-0.02 -0.12 -0.07
0.06 -0.01 0.04
0.00 -0.04 0.15
0.05 -0.04 0.06
0.16 -0.12 0.31
0.07 0.00 0.13
-0.06 0.06 -0.04
0.05 0.01 0.02
-0.02 -0.10 -0.14
0.07 -0.01 0.09
0.15 0.32 -0.12
0.00 0.10 -0.02
-0.02 -0.10 -0.14
-0.04 0.02 0.07
-0.15 -0.08 -0.04
0.09 0.14 -0.06
-0.03 -0.06 0.06
-0.05 -0.09 0.01
-0.10 -0.03 -0.07
-0.04 -0.02 -0.06
0.04 -0.04 -0.04
0.05 0.03 0.04
0.10 0.08 0.07
-0.04 -0.04 -0.02
0.00 -0.01 -0.01
-0.05 -0.01 0.04
0.02 0.04 0.09
-0.12 -0.25 0.19
0.01 0.08 0.09
-0.03 0.10 0.06
-0.03 0.03 -0.06
-0.01 -0.08 -0.09
0.04 -0.13 -0.10
0.01 -0.07 -0.10
-0.03 -0.07 -0.07
-0.09 -0.10 0.04
-0.06 0.03 0.09
0.00 0.04 0.07
1.70 1.78 0.45
0.42 0.22 0.31
0.91 -0.77 1.11
0.02 0.29 0.58
0.60 -0.23 -0.42
-0.25 0.02 -0.01
0.57 -0.22 -0.16
0.00 0.18 0.25
-0.50 0.14 -0.23
0.19 -0.06 -0.03
0.01 0.04 -0.03
0.01 -0.08 0.10
0.01 -0.05 0.13
-0.01 -0.09 0.01

Record 2
A 7-piece molecular cluster, C6H27O7 overall. Source: the OMol25 dataset; level of theory: the ωB97M-V functional and the def2-TZVPD basis.

The value obtained for the molar mass is 211.3 g mol⁻¹. The frontier orbital gap comes out at 9.9 eV. The total charge is +1. The HOMO energy is -12.793 eV.

CARTESIAN COORDINATES (ANGSTROEM)
O  1.140567  -0.176356  -1.360973
H  1.862608  -0.842265  -1.116111
H  0.755780  -0.412280  -2.270880
H  1.526519  0.736861  -1.366465
O  -0.259418  -0.910796  -3.355002
H  -0.010030  -1.045484  -4.276291
H  -1.062241  -1.425045  -3.216027
O  3.060651  -1.837464  -0.897919
H  3.882127  -1.502540  -1.277180
H  3.283872  -2.683666  -0.494838
O  1.610672  2.348930  -0.142614
H  1.915820  2.097605  0.737005
H  1.942077  3.244905  -0.267535
O  0.541320  1.958174  -2.971003
H  0.626087  2.912694  -2.881127
H  -0.393234  1.788889  -2.769964
C  -1.672344  1.642149  0.290786
C  -2.630212  2.152658  -0.744334
C  -2.338314  3.580781  -1.139322
O  -2.534729  1.321492  -1.923972
H  -1.697079  2.218219  1.215561
H  -0.677105  1.605610  -0.151742
H  -1.940329  0.626022  0.614808
H  -3.655984  2.097559  -0.366611
H  -1.853864  4.129275  -0.331279
H  -3.244485  4.108614  -1.431910
H  -1.657523  3.631126  -1.994460
H  -2.320269  0.430660  -1.631265
C  0.452848  -2.910746  4.204421
C  0.485692  -2.183231  2.876257
C  1.046456  -3.050800  1.768317
O  -0.829717  -1.825572  2.420054
H  -0.348271  -2.566980  4.858847
H  1.400687  -2.764010  4.728412
H  0.313936  -3.983143  4.061249
H  1.080377  -1.264916  2.954332
H  1.016283  -2.481860  0.837047
H  0.422136  -3.938103  1.667810
H  2.072669  -3.360406  1.973138
H  -1.314031  -1.466576  3.170795

Cartesian forces, eV/Å:
0.80 -0.04 0.00
-0.19 -0.10 0.06
-0.40 0.06 0.16
-0.56 0.21 0.01
0.10 -0.09 -0.18
0.00 0.12 -0.02
0.03 -0.03 0.07
0.35 0.20 -0.19
0.03 -0.07 0.01
-0.26 -0.02 0.11
0.30 -0.25 0.01
-0.07 0.07 0.05
0.01 -0.01 -0.08
-0.10 -0.08 0.15
0.07 0.00 -0.08
-0.13 -0.01 -0.09
-0.01 -0.81 0.43
-0.29 -0.14 -0.03
0.12 0.46 -0.38
0.30 0.24 -0.09
0.19 0.29 -0.17
0.11 0.19 0.31
0.04 0.03 -0.23
0.02 -0.09 -0.02
-0.18 0.00 0.10
0.03 0.05 0.00
-0.04 -0.15 0.04
-0.22 -0.03 0.10
0.28 -0.17 0.21
-0.37 0.06 -0.32
0.08 0.14 -0.03
0.11 0.00 0.15
0.02 0.17 -0.01
-0.08 -0.07 0.03
-0.08 0.01 -0.02
0.02 -0.01 0.11
0.01 -0.12 -0.06
0.03 -0.02 -0.08
0.00 0.02 0.06
-0.04 0.01 -0.05

Record 3
C4H8N4 in the gas phase in a non-equilibrium geometry. Source: the OMol25 dataset; level of theory: the ωB97M-V functional and the def2-TZVPD basis.

The SMILES is NNC1=N[C@@H]2C[C@@H]2N1. The value obtained for the molar mass is 112.1 g mol⁻¹. The frontier orbital gap comes out at 9.1 eV. The total charge is 0. The HOMO energy is -8.142 eV.

CARTESIAN COORDINATES (ANGSTROEM)
C  -0.606448  0.384559  -0.138409
C  1.138643  -0.946670  -0.489142
C  1.918686  -0.518188  0.742307
C  1.580990  0.651229  -0.220078
H  -2.978962  -0.750486  1.112945
H  -2.173147  -1.458262  -0.367127
H  -2.594032  1.581577  0.113612
H  1.676108  -1.404237  -1.299112
H  1.127235  -0.732249  1.579575
H  3.077392  -0.530835  0.861967
H  2.503448  1.120871  -0.756305
H  0.049771  1.954527  -0.803264
N  -2.788654  -0.548415  0.041910
N  -1.972631  0.631093  0.091004
N  -0.377090  -0.785675  -0.479059
N  0.418692  1.351167  0.009182

Cartesian forces, eV/Å:
-3.24 1.84 1.47
0.15 3.28 -0.93
-1.34 0.95 0.67
3.59 -3.02 -0.69
0.50 0.01 -2.83
-1.75 3.75 1.53
2.79 -3.28 -0.34
-0.58 -0.63 -0.28
2.34 0.95 -0.70
-2.48 -0.97 -0.01
-2.14 -0.77 1.08
1.75 -0.24 1.43
0.13 -2.37 1.75
-0.98 2.19 0.09
5.17 -3.75 -0.44
-3.90 2.07 -1.80

Record 4
A 2-piece molecular cluster, CH3BrO2S overall in a non-equilibrium geometry. Source: the OMol25 dataset; level of theory: the ωB97M-V functional and the def2-TZVPD basis.

The value obtained for the molar mass is 159.0 g mol⁻¹. The frontier orbital gap (alpha / beta) comes out at 11.0 / 4.4 eV. The total charge is 0. The HOMO energy (alpha / beta) is -11.426 / -8.155 eV.

CARTESIAN COORDINATES (ANGSTROEM)
C  -0.748453  0.504150  -0.012295
O  0.102187  -1.921467  0.941959
O  -0.032563  -0.360491  -0.901020
S  0.429264  -1.831525  -0.439465
Br  2.877448  1.450633  -0.078578
H  -0.203257  1.373563  -0.008491
H  -0.683001  0.016139  0.914724
H  -1.741623  0.769000  -0.416831

Cartesian forces, eV/Å:
-0.80 -1.08 -1.34
-0.42 -0.93 3.09
0.05 0.20 -1.54
0.38 0.50 -2.38
-0.01 -0.04 -0.02
1.33 2.18 0.28
-0.79 -0.09 1.54
0.26 -0.74 0.36

Record 5
A 10-piece molecular cluster, C13H32Cl14O3S3 overall in a non-equilibrium geometry. Source: the OMol25 dataset; level of theory: the ωB97M-V functional and the def2-TZVPD basis.

The value obtained for the molar mass is 828.9 g mol⁻¹. The frontier orbital gap comes out at 9.1 eV. The total charge is 0. The HOMO energy is -8.966 eV.

CARTESIAN COORDINATES (ANGSTROEM)
C  3.812991  -1.856245  -0.129278
S  2.415757  -1.151422  0.645999
O  1.930877  -2.086901  1.688830
C  3.137456  0.207014  1.388062
H  4.167010  -1.412227  -1.056803
H  3.562842  -2.834863  -0.498592
H  4.599700  -2.062519  0.547982
H  2.395444  0.968587  1.638320
H  3.900209  0.684544  0.795354
H  3.606009  -0.117101  2.301075
C  -1.269927  -0.981148  1.045001
S  -1.134339  0.805025  1.220687
O  0.274178  1.217760  1.498283
C  -1.212037  1.211906  -0.413900
H  -0.918987  -1.375853  2.017500
H  -0.606560  -1.391191  0.268955
H  -2.319536  -1.208418  0.943781
H  -1.011054  2.286188  -0.474666
H  -2.178785  1.114319  -0.907725
H  -0.444195  0.680585  -1.019167
C  -2.635446  1.896730  -5.040776
S  -2.249278  0.325810  -4.225472
O  -3.021166  -0.743377  -4.854182
C  -0.563944  0.330535  -4.780366
H  -3.643296  2.309798  -4.854318
H  -2.594181  1.855790  -6.168365
H  -1.909883  2.706260  -4.782241
H  -0.529103  0.305294  -5.922945
H  -0.059652  -0.553359  -4.387835
H  -0.052269  1.173269  -4.445773
C  0.626356  4.380951  0.929621
Cl  -0.127190  5.042064  -0.602923
Cl  2.348698  4.246777  0.634532
H  0.417912  5.175481  1.610117
H  0.233557  3.374587  1.159086
C  0.215079  -1.589090  6.292803
Cl  -0.783872  -2.577164  7.356281
Cl  -0.338268  -1.307569  4.660671
H  0.263085  -0.637370  6.763612
H  1.211669  -2.067266  6.207841
C  -1.574508  -3.626240  -4.623669
Cl  -2.063533  -5.326954  -4.520393
Cl  -1.189925  -2.879093  -3.044520
H  -0.683555  -3.501147  -5.199479
H  -2.370355  -2.960771  -5.007711
C  0.865400  -4.764429  2.084493
Cl  0.157898  -4.294823  0.505926
Cl  -0.383380  -5.071921  3.271803
H  1.497006  -5.603354  1.948871
H  1.381500  -3.869611  2.454284
C  3.466201  2.519431  -2.846365
Cl  4.817552  2.447308  -3.898518
Cl  2.609138  0.968127  -2.894243
H  3.735053  2.782120  -1.817293
H  2.767855  3.261552  -3.257678
C  1.223778  2.116259  4.629590
Cl  0.074683  3.544207  4.728272
Cl  2.240764  1.609509  5.951009
H  0.590422  1.299427  4.400830
H  1.795287  2.440460  3.800849
C  -5.634100  0.434602  1.303489
Cl  -5.177266  1.096394  -0.237397
Cl  -7.116877  1.032835  2.008505
H  -5.702820  -0.648169  1.210785
H  -4.842107  0.648113  1.999488

Cartesian forces, eV/Å:
0.62 -1.09 -0.99
-2.18 -0.26 -2.04
0.47 0.06 0.68
0.76 1.73 1.33
-0.08 0.92 0.29
-0.80 -0.61 0.09
1.04 0.24 0.87
-0.13 -0.39 -0.15
0.23 -0.03 -0.58
0.30 -0.25 0.54
1.18 -0.02 1.04
-0.30 -0.59 1.31
0.54 -0.18 0.86
-0.29 1.01 -3.42
-0.21 0.01 -0.50
-0.41 0.24 0.12
-0.30 -0.17 -0.32
0.16 -0.09 0.04
-0.18 -0.43 0.25
-0.36 0.23 0.57
-0.13 1.50 -1.59
0.03 1.78 1.15
-0.35 -0.85 -0.93
-0.15 -1.93 -2.52
0.37 -0.64 0.46
0.16 -0.56 1.03
-0.40 -0.82 0.23
-0.09 -0.02 1.44
-0.14 -0.02 -0.03
0.69 1.57 0.72
-0.45 -0.10 -1.48
-0.08 -0.54 0.42
0.43 -0.15 0.32
0.07 0.01 0.82
0.12 0.70 -0.02
1.21 -0.61 0.22
-0.28 -0.24 -0.28
-0.48 -0.16 -0.42
0.30 0.66 0.30
-0.72 0.37 0.19
-0.88 0.99 0.31
0.16 0.56 -0.03
0.08 -0.34 0.25
0.41 -0.37 -0.45
0.25 -0.80 0.03
-0.40 1.90 0.01
0.13 -0.41 0.13
-0.38 -0.43 0.30
0.39 -0.78 -0.10
0.08 -0.55 -0.43
-1.33 0.58 0.20
1.24 0.15 -0.52
-0.24 -0.23 0.41
0.01 -0.28 -0.37
0.28 -0.23 0.37
-0.98 0.88 -0.34
0.55 -0.53 0.77
-0.04 0.52 0.44
-0.42 -0.66 -0.39
0.88 -0.24 -0.64
0.43 -0.97 0.66
-0.06 0.36 -0.61
-0.39 0.25 -0.11
-0.19 0.15 -0.14
0.25 0.20 0.20

- What is the total charge in the second record?
  +1